Formula: C38H40AsIrN7S2
Source: the Open Molecules 2025 dataset
Level of theory: ωB97M-V/def2-TZVPD

Its multiplicity is 2. The value obtained for the orbital gap (spin up / spin down) is 6.03 / 6.55 eV. Its expectation value of S² is 0.75. Its total charge is +2.

Last column: Mulliken spin population.
Positions of all 89 atoms, in Å:
1 Ir 0.08941 0.26898 -0.72905  0.749
2 As 3.40098 -1.04696 1.74516  0.015
3 S 1.33854 -1.05183 1.27691  0.145
4 S -3.58652 2.41282 -3.58040  0.008
5 N -1.68962 1.38563 -2.23180  0.022
6 N -1.57835 -0.80101 0.08815  0.017
7 N 1.88785 0.79407 -1.70381  -0.019
8 N -2.40702 -1.27793 -0.92739  0.042
9 N -1.44431 4.05791 0.27592  0.000
10 N -0.37097 2.12655 0.13467  -0.029
11 N 0.47563 -1.39895 -1.75128  0.029
12 C -4.04266 -2.20714 -2.96942  0.000
13 C 1.71104 3.24805 -1.76256  0.005
14 C 1.62501 3.54949 2.92564  0.000
15 C -3.12217 3.19068 -2.13859  0.006
16 C -2.23812 -2.73188 1.49219  0.002
17 C -2.69377 -1.07596 3.66125  -0.002
18 C -4.30257 -0.15331 0.17354  -0.004
19 C -0.46839 4.09566 1.25643  -0.005
20 C -2.38734 1.22636 -3.31650  0.015
21 C -1.87416 -1.98516 -1.96637  0.032
22 C 4.36598 0.52440 1.18230  0.009
23 C 3.80670 2.04885 -2.36314  0.000
24 C 2.48155 1.97885 -1.93048  -0.017
25 C -4.56462 -1.51059 -1.90345  0.000
26 C -2.67389 -2.42037 -3.00439  -0.004
27 C -2.15209 -0.53602 2.50088  -0.001
28 C 2.57191 -0.34071 -2.02947  -0.014
29 C 0.94030 4.77446 3.01648  0.000
30 C -1.83440 -3.74749 0.46010  -0.004
31 C -0.12138 5.06928 2.18831  0.001
32 C 2.21624 -2.80337 -2.54647  0.002
33 C 1.26955 2.58931 2.00342  0.004
34 C -3.06403 -2.40473 3.74192  0.001
35 C -1.97788 -1.35087 1.36624  -0.006
36 C 3.68796 -1.20508 3.63905  0.012
37 C 4.52996 0.90029 -2.59091  -0.003
38 C 3.88642 -0.31989 -2.44831  0.000
39 C 1.76774 -1.58136 -2.07459  0.015
40 C -1.33381 2.87325 -0.36841  0.028
41 C -0.04024 -3.58572 -2.49408  0.002
42 C 0.20479 2.87969 1.15359  0.009
43 C -1.73252 0.89729 2.53889  -0.004
44 C -3.74337 -1.01290 -0.90013  0.007
45 C 1.30330 -3.83055 -2.71558  -0.004
46 C 4.33591 -2.51956 0.92993  0.004
47 C -0.43234 -2.33729 -2.02960  -0.020
48 C -2.80962 -3.22450 2.66181  0.000
49 C -2.09390 2.51047 -1.55686  -0.029
50 H -4.40739 -0.69937 1.11276  0.000
51 H -2.24380 0.40474 -4.00335  0.002
52 H -0.65321 6.00802 2.26159  0.000
53 H 3.77608 -3.43160 1.12636  -0.001
54 H -3.50352 -2.80225 4.64646  0.000
55 H 3.25562 -2.95798 -2.79356  0.000
56 H -3.61559 4.09174 -1.81192  0.000
57 H 4.39948 -1.23749 -2.69397  0.000
58 H 2.44199 3.35968 3.60928  0.000
59 H -2.08921 4.79596 0.05019  0.000
60 H 4.39174 -2.34877 -0.14395  0.000
61 H 0.70633 3.13507 -2.16666  -0.004
62 H 3.25935 -2.14752 3.97400  0.001
63 H 2.21409 4.05203 -2.29535  0.000
64 H -4.67979 -2.57093 -3.76364  0.000
65 H -5.27864 0.21510 -0.13349  0.000
66 H 1.63226 -4.80368 -3.05302  0.000
67 H 4.24779 3.02255 -2.52290  0.000
68 H 4.75341 -1.17572 3.86230  0.001
69 H -5.62282 -1.30034 -1.83795  0.000
70 H 1.63960 3.53349 -0.71407  -0.001
71 H -3.01875 -4.28510 2.72851  0.000
72 H 5.34072 -2.59932 1.34258  0.000
73 H -0.83404 -3.52754 0.08999  0.000
74 H 5.43052 0.36419 1.35090  0.000
75 H 4.18183 0.69591 0.12223  -0.006
76 H -0.78021 -4.35624 -2.65558  0.000
77 H -2.52306 -3.81751 -0.38680  0.000
78 H 1.74998 1.62327 1.94555  -0.007
79 H -1.95081 1.32960 3.51424  -0.001
80 H 4.03506 1.38918 1.75280  -0.001
81 H -2.21384 -2.94911 -3.82636  0.000
82 H -2.83010 -0.42515 4.51601  0.000
83 H -3.62668 0.67905 0.36374  0.000
84 H -2.22491 1.50806 1.78039  0.000
85 H 1.25099 5.49817 3.75717  0.000
86 H 5.55994 0.94729 -2.91735  0.000
87 H -1.80032 -4.73429 0.91850  -0.001
88 H -0.66121 0.95961 2.37927  0.004
89 H 3.17443 -0.38399 4.13539  -0.002

***

Formula: C38H40CaN5O7PS
Source: the Open Molecules 2025 dataset
Level of theory: ωB97M-V/def2-TZVPD

Its multiplicity is 1. The value obtained for the orbital gap is 7.35 eV. Its total charge is 0.

Last column: Löwdin charge in e.
Positions of all 93 atoms, in Å:
1 Ca -0.13169 -0.40394 0.34216  1.284
2 S -0.86606 -0.49963 3.02116  0.456
3 P 1.96818 -1.78604 1.92473  1.097
4 O 2.51765 -0.66837 -0.59357  -0.224
5 O -0.90829 -8.32005 -1.09498  0.116
6 O -0.30734 -7.86021 0.97935  0.110
7 O -1.75432 0.16916 3.92707  -0.276
8 O 3.20462 0.10088 -2.59033  -0.044
9 O -1.55277 -1.08909 1.83586  -0.476
10 O 0.24326 0.34178 2.51544  -0.466
11 N -0.35962 -1.89667 -1.51486  -0.079
12 N -0.44787 1.01012 -3.06101  -0.085
13 N 0.75862 1.40611 -0.86627  -0.138
14 N -1.53222 1.93190 0.76505  -0.092
15 N -2.08423 0.23204 -1.30816  -0.096
16 C 0.65304 1.76743 -2.23408  -0.105
17 C 3.18441 -3.09106 1.51944  -0.361
18 C 3.67042 0.75329 4.73357  -0.078
19 C 0.74169 -0.43917 -4.73502  -0.062
20 C -0.87325 -2.42047 4.89668  -0.049
21 C -0.63177 -5.03584 0.41129  -0.024
22 C 3.77897 -4.95990 0.09925  -0.072
23 C -2.91532 1.93296 0.29493  -0.182
24 C -0.45408 -3.27983 -1.25497  -0.272
25 C 0.05670 -0.37259 -3.46894  -0.135
26 C -0.61552 1.91262 -4.24709  -0.089
27 C 0.09450 -1.53735 -2.70968  -0.133
28 C 1.43797 -3.67774 4.00136  -0.067
29 C 4.70607 1.34061 4.02122  -0.092
30 C 4.09936 0.02599 2.09431  -0.094
31 C -0.60028 -6.01675 -0.57392  -0.148
32 C -0.44177 -3.58881 5.50785  -0.067
33 C 3.05440 -0.56952 2.80260  -0.346
34 C 4.91823 0.96970 2.70023  -0.080
35 C -0.56961 -3.69710 0.08046  -0.046
36 C -0.03027 1.69100 -5.41116  -0.062
37 C 2.90555 -3.93806 0.44678  -0.086
38 C 1.04316 -2.50424 3.36889  -0.318
39 C -0.55960 -5.61311 -1.90273  -0.005
40 C -0.64688 3.03143 0.36958  -0.184
41 C -1.85358 1.05679 -2.44889  -0.131
42 C -0.63136 -7.48295 -0.28311  -0.481
43 C 3.26723 -0.67207 -1.63125  -0.529
44 C 2.85411 -0.19401 4.12801  -0.084
45 C -3.24479 0.65775 -0.50843  -0.171
46 C -0.14345 -1.89706 3.83592  -0.278
47 C 4.95830 -5.13615 0.81181  -0.084
48 C 0.70540 -4.21693 5.05297  -0.066
49 C 4.37720 -3.26946 2.21991  -0.091
50 C 0.74678 0.50622 -5.68171  -0.088
51 C -0.49863 -4.27172 -2.24382  -0.011
52 C 0.76955 2.53035 0.09935  -0.173
53 C 5.25800 -4.28545 1.86790  -0.077
54 H 5.34412 2.07804 4.49218  0.100
55 H 4.62352 -2.61551 3.04817  0.109
56 H 1.60985 0.80652 -0.75414  0.061
57 H 2.00432 -3.78972 -0.13375  0.085
58 H -0.16881 2.45119 -6.17118  0.117
59 H 1.21451 2.17254 1.02977  0.115
60 H 2.34038 -4.17686 3.67098  0.100
61 H 0.38920 2.81969 -2.35033  0.132
62 H -0.50591 -3.99947 -3.29109  0.106
63 H 3.54099 -5.60770 -0.73543  0.105
64 H 1.39561 3.35445 -0.25600  0.125
65 H 0.62032 -2.30274 -3.28110  0.115
66 H -0.01144 -7.09228 1.48264  0.086
67 H -1.98885 2.10369 -2.17641  0.119
68 H -2.16352 -0.73769 -1.59416  0.105
69 H 5.64514 -5.92780 0.53881  0.102
70 H -1.76657 -1.91022 5.23067  0.114
71 H 4.27016 -0.25415 1.06246  0.095
72 H -1.49277 1.80566 1.76851  0.087
73 H -4.13779 0.83074 -1.12057  0.119
74 H -0.59597 -2.97674 0.89172  0.065
75 H -1.04293 3.47331 -0.55038  0.103
76 H -1.00379 -4.00637 6.33354  0.108
77 H -3.61027 2.00429 1.13212  0.124
78 H 6.18142 -4.40907 2.42018  0.103
79 H 4.08911 -1.41070 -1.59916  0.121
80 H 5.72638 1.41382 2.13227  0.103
81 H -2.50926 0.83525 -3.29302  0.146
82 H -0.61654 3.83623 1.10942  0.125
83 H 2.05541 -0.63481 4.70962  0.101
84 H 1.56134 1.52635 -2.78631  0.126
85 H -1.18078 2.79890 -4.00307  0.120
86 H 1.04593 -5.13130 5.52352  0.107
87 H -3.46756 -0.15964 0.17641  0.113
88 H -0.58686 -6.37396 -2.67232  0.123
89 H -0.72425 -5.28583 1.46418  0.118
90 H 3.49210 1.02998 5.76517  0.103
91 H -3.08788 2.81869 -0.32296  0.107
92 H 1.25955 0.37483 -6.62117  0.100
93 H 1.27373 -1.36595 -4.90875  0.121

***

Number 1: E_tot -135823.5398 eV. Number 2: E_tot -100403.7272 eV.